Record 1
C18H17ClN2O6S | ωB97M-V/def2-TZVPD

The structure (SMILES) is COC(=O)CN1C(=O)COc2ccc(S(=O)(=O)NCc3ccc(Cl)cc3)cc21. The HOMO-LUMO gap comes out at 9.34 eV. The relative energy (zero: lowest compared OMol25 entry of this formula, charge and spin) comes out at 3.76 kcal/mol. The value obtained for the HOMO energy is -8.91 eV. For the LUMO energy, the calculation gives 0.4 eV.

Geometry (Å):
C -1.5624 -1.6680 -2.3797
O -0.7897 -2.0906 -1.2552
C 0.5321 -2.0202 -1.3560
O 1.1482 -1.7210 -2.3408
C 1.1751 -2.3736 -0.0146
N 2.3322 -1.5410 0.2462
C 3.5195 -2.1476 0.5292
O 3.6425 -3.3486 0.6058
C 4.6678 -1.2002 0.8419
O 4.6433 0.0430 0.1743
C 3.4233 0.6083 0.0070
C 3.3656 1.9676 -0.2832
C 2.1482 2.5849 -0.5120
C 0.9956 1.8338 -0.4131
S -0.5980 2.5256 -0.7984
O -0.4630 3.7131 -1.5831
O -1.4263 1.4669 -1.3132
N -1.1344 3.0593 0.7049
C -1.4174 2.0675 1.7247
C -2.3465 0.9608 1.2883
C -2.0083 -0.3675 1.5097
C -2.8179 -1.3949 1.0603
C -3.9805 -1.0846 0.3764
Cl -4.9794 -2.3581 -0.2253
C -4.3526 0.2341 0.1697
C -3.5369 1.2483 0.6324
C 1.0291 0.4861 -0.1137
C 2.2455 -0.1546 0.0726
H -1.0315 -1.8917 -3.3055
H -1.7345 -0.5917 -2.2998
H -2.5035 -2.2096 -2.3290
H 0.4319 -2.2831 0.7822
H 1.5424 -3.4057 -0.0474
H 4.6686 -1.0372 1.9329
H 5.6074 -1.6855 0.5680
H 4.2937 2.5110 -0.3530
H 2.0788 3.6264 -0.7769
H -1.8731 3.7312 0.5625
H -0.4543 1.6421 2.0236
H -1.8354 2.5937 2.5892
H -1.1002 -0.6029 2.0475
H -2.5447 -2.4254 1.2230
H -5.2657 0.4620 -0.3569
H -3.8238 2.2750 0.4613
H 0.0895 -0.0373 -0.0769

Löwdin atomic charges, in units of e: C -0.015; O -0.044; C -0.506; O 0.146; C -0.006; N 0.041; C -0.394; O 0.097; C -0.053; O 0.010; C -0.182; C 0.031; C -0.036; C -0.261; S 0.678; O -0.281; O -0.280; N -0.122; C -0.184; C -0.240; C -0.052; C -0.104; C -0.677; Cl 0.681; C -0.088; C -0.043; C 0.007; C -0.097; H 0.097; H 0.080; H 0.085; H 0.133; H 0.143; H 0.149; H 0.144; H 0.127; H 0.119; H 0.104; H 0.115; H 0.134; H 0.114; H 0.109; H 0.109; H 0.118; H 0.095


Record 2
C5H5NS | ωB97M-V/def2-TZVPD

The structure (SMILES) is C#C/C=C\NC=S. The HOMO-LUMO gap comes out at 8.58 eV. The relative energy (zero: lowest compared OMol25 entry of this formula, charge and spin) comes out at 61.20 kcal/mol. The value obtained for the HOMO energy is -8.32 eV. For the LUMO energy, the calculation gives 0.3 eV.

Geometry (Å):
C -2.1318 -1.6921 0.3417
C -1.6534 -0.6594 -0.0750
C -1.1256 0.4942 -0.6510
C 0.0628 1.0842 -0.4222
N 1.1742 0.7997 0.3396
C 1.9353 -0.3110 0.3568
S 1.5871 -1.6493 -0.5429
H -2.5251 -2.6321 0.8370
H -1.7891 1.1377 -1.1982
H 0.1432 2.0933 -0.8400
H 1.4572 1.5561 0.9422
H 2.8653 -0.2212 0.9120

Löwdin atomic charges, in units of e: C 0.113; C -0.185; C -0.132; C -0.158; N -0.063; C -0.679; S 0.612; H 0.067; H 0.104; H 0.120; H 0.141; H 0.060


Record 3
CF3LaOS | ωB97M-V/def2-TZVPD

The HOMO-LUMO gap comes out at 9.17 eV. The value obtained for the HOMO energy is -19.26 eV. As for the total charge: +2. For the LUMO energy, the calculation gives -10.1 eV.

Geometry (Å):
La 2.2073 -1.0055 -0.2085
S -0.2214 1.8008 0.3281
O 1.0913 1.0936 -0.0758
C -1.4151 0.6891 0.0342
F -2.6414 0.9680 0.2430
F 2.1880 -3.1012 0.1798
F -1.2088 -0.4448 -0.5008

Löwdin atomic charges, in units of e: La 2.440; S 1.197; O -0.866; C -0.618; F 0.251; F -0.603; F 0.199


Record 4
CH4InN2O | ωB97M-V/def2-TZVPD

The HOMO-LUMO gap comes out at 2.65 eV. The relative energy (zero: lowest compared OMol25 entry of this formula, charge and spin) comes out at 21.72 kcal/mol. The value obtained for the HOMO energy is -23.39 eV. As for the total charge: +3. For the LUMO energy, the calculation gives -20.7 eV.

Geometry (Å):
In -17.6690 16.7678 23.2480
C -14.9854 12.1258 25.2368
O -15.2596 13.2730 24.8764
N -13.8183 11.6141 25.2222
N -15.8809 11.3296 25.6873
H -13.0533 12.0615 24.7376
H -13.8097 10.6738 25.5908
H -15.4537 10.4654 25.9885
H -16.8808 11.3279 25.5443

Löwdin atomic charges, in units of e: In 1.254; C -0.511; O 0.390; N 0.509; N 0.501; H 0.226; H 0.208; H 0.201; H 0.224


Record 5
C16H33FNO6S | ωB97M-V/def2-TZVPD

The HOMO-LUMO gap comes out at 8.63 eV. The value obtained for the HOMO energy is -11.47 eV. As for the total charge: +1. For the LUMO energy, the calculation gives -2.8 eV.

Geometry (Å):
O 0.0474 0.9900 3.4811
S 1.1757 1.7210 3.0218
O 1.1353 3.1119 2.7904
F 2.3646 1.4066 3.9617
C 1.7157 0.9167 1.4950
C 3.2230 0.5972 1.3751
O 3.6342 -0.5544 2.0652
C 2.8607 -1.6914 1.7345
C 1.4433 -1.4364 2.1988
N 0.9308 -0.3451 1.3033
H 1.4497 1.5993 0.6881
H 3.8019 1.4337 1.7616
H 3.4435 0.4967 0.3040
H 2.8851 -1.8759 0.6496
H 3.2787 -2.5737 2.2112
H 1.4804 -1.0636 3.2197
H 0.7846 -2.3005 2.1662
H 1.1202 -0.6576 0.3281
H -0.0787 -0.2041 1.3772
C -1.9798 -0.5666 7.6911
C -1.5550 0.0543 6.3618
C -1.4460 -1.1795 5.4739
O -2.4045 -2.1112 5.9541
C -2.9055 -1.6832 7.2262
H -2.4714 0.1332 8.3642
H -1.1117 -0.9829 8.2062
H -2.3371 0.7194 5.9901
H -0.6260 0.6200 6.4162
H -0.4460 -1.6303 5.5475
H -1.6549 -0.9662 4.4225
H -3.9299 -1.3211 7.0966
H -2.9241 -2.5368 7.9029
C -0.4022 -2.1386 -3.5899
C 0.6675 -1.1287 -3.9987
C 0.9066 -0.3832 -2.7005
O 0.6714 -1.3382 -1.6422
C 0.0375 -2.5159 -2.1850
H -0.4627 -3.0004 -4.2509
H -1.3807 -1.6556 -3.5656
H 1.5746 -1.6494 -4.3135
H 0.3530 -0.4636 -4.7963
H 0.2002 0.4452 -2.5917
H 1.9228 0.0050 -2.6094
H 0.7678 -3.3294 -2.1986
H -0.7903 -2.8017 -1.5359
C -1.1852 2.4066 -7.4396
C -1.2676 3.5137 -6.3911
C -1.6151 2.7239 -5.1375
O -1.0053 1.4359 -5.2895
C -0.5567 1.2738 -6.6419
H -0.5997 2.6759 -8.3166
H -2.1869 2.1266 -7.7707
H -0.2955 3.9983 -6.2786
H -2.0050 4.2805 -6.6206
H -2.6971 2.5905 -5.0410
H -1.2411 3.1861 -4.2226
H 0.5371 1.3381 -6.6615
H -0.8520 0.2853 -6.9962

Löwdin atomic charges, in units of e: O -0.225; S 0.666; O -0.189; F -0.089; C -0.229; C -0.148; O -0.086; C -0.150; C -0.065; N 0.085; H 0.158; H 0.150; H 0.146; H 0.141; H 0.149; H 0.127; H 0.153; H 0.148; H 0.186; C -0.163; C -0.175; C -0.236; O -0.137; C -0.193; H 0.115; H 0.115; H 0.118; H 0.105; H 0.113; H 0.099; H 0.120; H 0.119; C -0.147; C -0.150; C -0.187; O -0.204; C -0.184; H 0.122; H 0.122; H 0.124; H 0.088; H 0.118; H 0.117; H 0.121; H 0.119; C -0.163; C -0.165; C -0.201; O -0.175; C -0.213; H 0.116; H 0.117; H 0.115; H 0.115; H 0.119; H 0.113; H 0.118; H 0.119


Record 6
C32H33N7NaS | ωB97M-V/def2-TZVPD

The HOMO-LUMO gap (alpha / beta) comes out at 5.01 / 4.73 eV. The relative energy (zero: lowest compared OMol25 entry of this formula, charge and spin) comes out at 0.00 kcal/mol. The value obtained for the HOMO energy (alpha / beta) is -2.97 / -2.69 eV. As for the total charge: -1. For the LUMO energy (alpha / beta), the calculation gives 2.0 / 2.0 eV.

Geometry (Å):
Na 0.1910 1.2977 -0.2466
C 0.9294 -2.1500 0.3953
N 0.4117 -1.3100 -0.6632
C 0.7727 -1.7501 -1.9874
C 0.3482 -0.7164 -2.9812
N 0.1962 0.5479 -2.7233
C -0.2829 1.1077 -3.8978
C -0.6759 2.4173 -4.1576
C -1.1512 2.7038 -5.4237
C -1.2388 1.7143 -6.4142
C -0.8611 0.4062 -6.1671
C -0.3880 0.1253 -4.8909
N 0.0390 -1.0378 -4.2772
C 0.9005 -1.4109 1.6933
N 0.2676 -0.2859 1.8907
C 0.5476 0.0450 3.2103
C 0.1769 1.1694 3.9429
C 0.6467 1.2750 5.2396
C 1.4715 0.2885 5.8007
C 1.8480 -0.8333 5.0835
C 1.3668 -0.9367 3.7847
N 1.5435 -1.8854 2.7980
H 1.9685 -2.4185 0.1841
H 0.3731 -3.0939 0.5072
H -0.5983 -1.2227 -0.5804
H 0.3330 -2.7200 -2.2769
H 1.8611 -1.8678 -2.0267
H -0.6285 3.1599 -3.3720
H -1.4728 3.7106 -5.6574
H -1.6195 1.9779 -7.3928
H -0.9408 -0.3561 -6.9318
H 0.0039 -1.9678 -4.6533
H -0.4469 1.9319 3.4936
H 0.3791 2.1394 5.8347
H 1.8273 0.4123 6.8162
H 2.5067 -1.5828 5.5008
H 2.2873 -2.5782 2.7455
N 4.8743 -1.3935 3.4624
C 4.5333 -1.5830 2.1186
S 4.5353 -3.1907 1.5249
C 4.0411 -0.4661 1.4025
C 3.8018 -0.5062 0.0020
C 3.1583 0.5345 -0.6155
N 2.7085 1.6440 0.0080
C 3.0029 1.7196 1.3166
C 3.6641 0.7513 2.0357
H 5.3906 -2.1761 3.8335
H 5.2899 -0.5000 3.6860
H 4.1131 -1.3775 -0.5594
H 2.9505 0.4882 -1.6811
H 2.6487 2.6110 1.8269
H 3.7789 0.8867 3.1036
C -4.5152 2.0576 -0.0790
C -3.1710 1.4449 0.3731
C -3.2284 1.2840 1.9006
C -1.9827 2.3378 0.0107
C -3.0361 0.0879 -0.3164
C -2.9949 -1.1323 0.3565
C -2.8857 -2.3391 -0.3330
C -2.8271 -2.3535 -1.7180
C -2.8628 -1.1430 -2.4056
C -2.9516 0.0522 -1.7120
H -4.6691 3.0028 0.4464
H -5.3628 1.3953 0.1353
H -4.5073 2.2688 -1.1497
H -3.3049 2.2744 2.3532
H -2.3191 0.8118 2.2752
H -4.0943 0.6936 2.2274
H -2.2942 3.3591 0.3054
H -3.0327 -1.1528 1.4372
H -2.8488 -3.2699 0.2217
H -2.7551 -3.2924 -2.2552
H -2.8099 -1.1283 -3.4890
H -2.9301 0.9931 -2.2490

Löwdin atomic charges, in units of e: Na 0.243; C -0.132; N -0.035; C -0.141; C -0.308; N 0.187; C -0.219; C -0.004; C -0.097; C -0.109; C -0.035; C -0.203; N 0.162; C -0.296; N 0.188; C -0.231; C -0.021; C -0.106; C -0.112; C -0.035; C -0.204; N 0.180; H 0.085; H 0.131; H 0.083; H 0.123; H 0.124; H 0.114; H 0.095; H 0.093; H 0.101; H 0.156; H 0.106; H 0.091; H 0.090; H 0.102; H 0.094; N 0.025; C -0.858; S 0.453; C -0.290; C -0.082; C -0.181; N 0.016; C -0.175; C -0.044; H 0.051; H 0.072; H 0.074; H 0.094; H 0.103; H 0.094; C -0.076; C -0.650; C -0.089; C -0.054; C -0.193; C -0.043; C -0.108; C -0.122; C -0.099; C -0.046; H 0.071; H 0.076; H 0.066; H 0.077; H 0.050; H 0.076; H -0.042; H 0.101; H 0.098; H 0.092; H 0.096; H 0.107